Computed, not measured: 5 unconnected molecules or ions with the total composition C15H28Cl8NO3P2 at a distorted geometry, with the ωB97M-V functional and the def2-TZVPD basis.

The geometry in XYZ format:
```
57
Properties=species:S:1:pos:R:3:forces:R:3
C -1.535 -3.490 2.134 -0.4 -0.2 -0.5
C -1.925 -2.480 1.015 0.4 -0.9 0.6
P -0.925 -0.922 0.962 -1.3 1.2 0.5
C 0.384 -0.869 2.268 1.1 -0.9 -1.0
C 1.483 -1.942 2.040 0.2 0.3 0.1
C 0.036 -0.820 -0.625 0.0 -0.2 0.6
N 0.806 -1.817 -1.101 -0.5 0.0 0.5
C 1.500 -1.697 -2.226 1.2 -1.5 -0.7
C 1.486 -0.566 -2.955 -0.7 1.6 -0.3
C 0.696 0.520 -2.532 0.4 0.3 -0.2
C 0.732 1.767 -3.407 0.3 -0.2 0.1
C 1.173 3.085 -2.701 -1.0 0.1 0.2
O 0.066 3.984 -2.640 0.2 0.2 -0.2
C -0.038 0.370 -1.339 -0.3 -0.3 0.7
P -1.114 1.798 -0.772 -0.1 2.0 -1.1
O -2.696 1.288 -0.724 0.8 -0.8 0.3
O -0.630 2.104 0.785 -0.6 -0.8 -0.4
H -2.407 -4.096 2.406 0.1 0.1 -0.2
H -1.210 -3.011 3.062 0.1 0.0 -0.3
H -0.781 -4.195 1.767 0.0 0.2 0.3
H -2.956 -2.167 1.221 0.3 0.3 -0.1
H -1.983 -2.985 0.041 0.2 0.1 0.1
H 0.878 0.098 2.116 -0.3 0.0 0.1
H -0.019 -0.868 3.283 -0.3 -0.1 -0.3
H 2.144 -1.595 1.233 0.0 0.0 0.2
H 1.092 -2.917 1.726 -0.1 0.1 0.3
H 2.114 -2.084 2.924 -0.1 0.0 -0.1
H 0.844 -2.662 -0.541 0.2 0.0 -0.2
H 2.110 -2.533 -2.560 -0.2 -0.1 0.3
H 2.051 -0.431 -3.869 0.1 -0.4 0.2
H 1.433 1.566 -4.227 -0.2 0.0 0.1
H -0.257 1.877 -3.869 0.2 0.3 0.2
H 1.467 2.843 -1.669 0.3 0.1 -0.2
H 1.991 3.583 -3.228 0.1 -0.4 0.1
H 0.332 4.848 -2.973 0.0 -0.1 0.0
H -2.869 0.638 -1.423 -0.1 0.0 0.2
H -1.136 2.896 1.026 0.3 0.0 0.1
C 2.400 3.118 2.206 -0.1 0.2 0.2
Cl 2.816 1.800 1.096 0.0 -0.1 -0.2
Cl 3.483 3.162 3.591 -0.1 -0.2 0.1
H 2.476 4.058 1.671 0.1 -0.1 -0.1
H 1.384 2.968 2.557 0.0 -0.1 0.0
C 5.504 6.731 2.819 0.1 0.0 0.1
Cl 3.875 6.240 2.331 -0.1 0.3 -0.1
Cl 6.740 5.960 1.821 0.0 0.0 0.0
H 5.588 7.806 2.714 0.0 0.0 -0.1
H 5.658 6.442 3.853 0.0 -0.1 -0.1
C -5.390 -1.393 -0.391 0.0 0.1 0.1
Cl -4.659 -2.338 -1.701 0.1 0.2 -0.1
Cl -6.057 -2.437 0.867 0.0 0.0 0.0
H -4.627 -0.758 0.050 0.0 -0.1 0.0
H -6.187 -0.785 -0.802 0.0 -0.1 0.0
C -3.091 -6.078 -1.514 -0.1 -0.1 0.1
Cl -3.858 -5.442 -0.059 0.0 -0.1 0.0
Cl -2.032 -4.868 -2.266 0.1 0.0 -0.1
H -2.497 -6.946 -1.250 0.1 0.1 0.0
H -3.863 -6.358 -2.222 0.0 0.2 0.0
```
Forces are in eV/Å.

The total energy is -142392.4997 eV. As for the total charge: +1.